Entry from the OMol25 dataset: C49H38AsCdOPSeSi as an isolated structure at a distorted geometry (ωB97M-V/def2-TZVPD).

Calculated values
Kohn-Sham gap (spin up / spin down) (eV): 3.69 / 3.61
Charge: -2
Electronic energy (eV): -201386.8927
HOMO energy (spin up / spin down) (eV): 0.42 / 0.50

Geometry (Å):
1 Cd 1.7787 1.3308 -1.1473
2 O -1.2898 1.2501 -0.9012
3 C -0.3362 0.9581 -1.6386
4 C -0.3692 0.6814 -3.0428
5 C -0.1655 1.7266 -3.9402
6 C -0.7421 1.6360 -5.1773
7 C -1.5702 0.5573 -5.4891
8 C -1.5163 -0.6554 -4.7090
9 C -0.8210 -0.5949 -3.4521
10 P -0.8866 -2.1111 -2.4023
11 C -2.6425 -2.5741 -2.2576
12 C -3.5447 -1.8167 -1.5517
13 C -4.9196 -2.1126 -1.5203
14 C -5.3888 -3.2842 -2.0723
15 C -4.4247 -4.0962 -2.7236
16 C -3.0624 -3.7710 -2.7644
17 C 0.1032 -3.3133 -3.3425
18 C 0.1486 -4.6148 -2.7720
19 C 1.0851 -5.5877 -3.1797
20 C 1.8664 -5.3187 -4.3333
21 C 1.7966 -4.0608 -4.9102
22 C 0.9758 -3.0648 -4.4261
23 H 0.2788 2.6590 -3.5765
24 H -0.6159 2.3853 -5.9439
25 H -2.1211 0.6190 -6.4765
26 H -1.9844 -1.5443 -5.0580
27 H -3.2311 -0.9397 -1.0041
28 H -5.5352 -1.4014 -0.9957
29 H -6.4321 -3.5315 -2.0701
30 H -4.7384 -5.0512 -3.0733
31 H -2.3722 -4.5197 -3.1885
32 H -0.4787 -4.9040 -1.9094
33 H 1.0474 -6.5790 -2.6923
34 H 2.4922 -6.1003 -4.8343
35 H 2.4586 -3.8278 -5.6995
36 H 1.0864 -2.0923 -4.8858
37 C -2.0482 7.0447 0.5033
38 C -1.9722 7.0598 1.8795
39 C -1.6816 5.9091 2.6000
40 C -1.4953 4.7143 1.8838
41 C -1.6316 4.6638 0.4910
42 C -1.8936 5.8575 -0.1951
43 As -0.6415 3.0685 2.7119
44 C 0.0573 3.4627 4.5288
45 C -0.7238 3.7235 5.6107
46 C -0.1401 3.8963 6.8319
47 C 1.2478 3.9557 6.9619
48 C 2.0502 3.8179 5.8464
49 C 1.4431 3.4796 4.6538
50 C 2.1676 3.4794 3.3781
51 C 3.5341 3.8025 3.1454
52 C 4.0254 3.8981 1.8619
53 C 3.1483 3.6258 0.8006
54 C 1.7327 3.6271 1.0133
55 C 1.2650 3.3891 2.2697
56 H -2.1508 7.9822 -0.0077
57 H -2.1815 7.9699 2.4662
58 H -1.4729 5.9541 3.6768
59 H -1.4592 3.7867 -0.0986
60 H -1.9319 5.8710 -1.2550
61 H -1.7673 3.5607 5.4231
62 H -0.7540 4.0720 7.7343
63 H 1.6819 4.2806 7.9387
64 H 3.1302 3.9897 5.8779
65 H 4.2041 3.9716 3.9829
66 H 5.0876 4.0194 1.5865
67 H 3.3778 4.0832 -0.1898
68 H 1.0999 3.4626 0.1368
69 Se 4.1487 1.7605 -0.3581
70 C 4.3831 -1.9974 0.8203
71 C 4.0119 -2.2967 -0.5035
72 C 2.6905 -2.1429 -0.8816
73 C 1.7525 -1.6358 -0.0236
74 C 2.1785 -1.2540 1.2634
75 C 3.5066 -1.3327 1.6550
76 Si -0.0979 -1.8372 -0.2486
77 C -0.5352 -3.3997 0.8247
78 C 0.3926 -4.2322 1.4473
79 C 0.0401 -5.2342 2.3383
80 C -1.3034 -5.4483 2.6102
81 C -2.2234 -4.7545 1.8963
82 C -1.8639 -3.7133 1.0157
83 H 5.4271 -2.2612 1.0687
84 H 4.6803 -2.8451 -1.1226
85 H 2.3404 -2.3094 -1.9011
86 H 1.4631 -0.8472 2.0050
87 H 3.8406 -1.0068 2.6355
88 H -0.7298 -0.8366 0.5807
89 H 1.4940 -4.1419 1.2468
90 H 0.7767 -5.8360 2.8484
91 H -1.6337 -6.2297 3.3097
92 H -3.3130 -4.8674 1.9821
93 H -2.6629 -3.1156 0.6037

Forces on the atoms, in the same order (eV/Å):
Cd 0.7 -0.1 0.6
O -1.1 -0.4 0.2
C 2.5 1.0 1.0
C -1.0 -0.7 0.4
C 0.2 0.0 0.2
C -0.4 0.0 -0.5
C -0.1 -2.4 -0.8
C 0.7 3.0 0.1
C -1.4 -0.6 -1.3
P 2.0 0.8 -1.6
C 1.1 -0.1 0.6
C -1.2 0.9 0.3
C 1.1 0.2 0.5
C 1.5 -0.2 -1.1
C -0.3 0.4 1.1
C -1.1 -1.7 -1.0
C -2.0 0.6 1.4
C 1.2 -2.1 0.9
C -1.4 0.7 -0.4
C 0.7 -2.1 0.2
C -0.7 0.9 0.8
C 0.8 0.2 -0.7
H 0.1 -0.4 -0.1
H -0.1 0.4 0.2
H 0.7 -0.5 1.3
H -0.4 -0.6 -0.1
H 0.3 0.3 -0.2
H -0.4 0.0 0.1
H -0.3 -0.2 0.0
H -0.2 -0.6 -0.4
H -0.3 0.7 0.0
H 0.3 0.4 -0.4
H 0.2 0.6 -0.3
H -0.5 0.7 0.8
H 0.5 0.3 -0.9
H -0.3 0.2 0.1
C 0.1 -0.1 0.0
C -0.4 0.4 1.3
C 0.3 -0.6 -0.6
C 1.1 -0.4 0.9
C -0.1 1.3 0.3
C 0.1 -0.2 1.1
As 1.0 0.0 0.1
C -0.6 0.2 -0.8
C -0.6 -1.3 -0.5
C -0.2 0.7 2.3
C 0.2 0.9 0.9
C 0.2 -0.3 0.9
C 1.4 1.0 -2.0
C -0.9 -0.2 -0.2
C -0.2 -0.3 -0.2
C 0.3 -0.1 0.8
C -0.4 2.3 -2.8
C 0.2 -1.5 -0.1
C 0.3 0.4 0.0
H -0.3 0.3 -0.3
H 0.3 -0.2 -0.6
H -0.3 -0.1 -0.5
H 0.0 -0.7 0.0
H 0.0 -0.1 -0.8
H -0.7 0.5 0.6
H 0.3 -0.2 -0.6
H -0.4 -0.5 -0.8
H -0.4 -0.2 0.1
H -0.1 0.0 0.1
H -0.6 0.1 0.6
H 0.1 -0.3 1.1
H 0.0 0.5 0.2
Se -0.5 -1.0 -0.6
C 1.1 -0.1 -1.5
C -0.6 -0.5 1.5
C 0.2 0.4 -1.5
C -0.7 0.0 1.3
C -0.6 0.7 0.6
C 0.0 -0.8 0.2
Si 0.3 -0.3 0.7
C 0.3 0.3 -1.2
C 2.0 -0.4 0.0
C -0.3 0.3 0.1
C 0.1 -1.3 0.5
C -1.9 1.7 -1.1
C -0.2 -0.6 1.1
H -0.7 0.5 0.3
H 0.6 0.0 -0.6
H 0.4 -0.5 0.0
H 0.3 -0.2 -0.6
H -0.2 0.1 -0.1
H -0.5 0.6 0.1
H -1.2 0.3 0.1
H 0.3 0.0 -0.1
H 0.3 0.4 -0.3
H 0.5 -0.4 0.4
H 0.0 0.0 -0.3

Results of the Löwdin charge analysis, in e, for atoms 1 through 5:
1. Cd 1.070
2. O -0.176
3. C -0.591
4. C -0.343
5. C -0.088


Entry from the OMol25 dataset: C49H38CsN3OP2S5 as an isolated structure at a distorted geometry (ωB97M-V/def2-TZVPD).

Calculated values
Kohn-Sham gap (eV): 4.61
Charge: -2
Electronic energy (eV): -131249.3845
HOMO energy (eV): -1.17

Geometry (Å):
1 Cs -0.0644 0.1750 1.1328
2 S -2.3147 -1.8426 2.5329
3 P -0.7732 -3.1075 2.3302
4 C 0.6246 -2.4046 1.7690
5 P 1.8765 -3.2670 1.0598
6 S 2.5313 -2.6345 -0.7216
7 C 3.3425 -3.1185 2.1876
8 C 3.5277 -1.8610 2.7658
9 C 4.5647 -1.6238 3.6546
10 C 5.4487 -2.6503 3.9833
11 C 5.2985 -3.8940 3.3872
12 C 4.2594 -4.1213 2.4859
13 C 1.6150 -5.0983 0.9921
14 C 1.2482 -5.6965 -0.2128
15 C 0.8605 -7.0312 -0.2598
16 C 0.8502 -7.7980 0.8984
17 C 1.2155 -7.2159 2.1055
18 C 1.5806 -5.8753 2.1515
19 C -1.4653 -4.4926 1.3068
20 C -1.7244 -4.1611 -0.0298
21 C -2.2780 -5.0833 -0.9020
22 C -2.5880 -6.3684 -0.4573
23 C -2.3192 -6.7128 0.8569
24 C -1.7564 -5.7821 1.7310
25 C -0.5787 -3.8580 4.0279
26 C -1.6475 -4.4066 4.7403
27 C -1.4858 -4.8445 6.0490
28 C -0.2519 -4.7137 6.6818
29 C 0.8101 -4.1401 5.9943
30 C 0.6419 -3.7164 4.6772
31 H 2.8314 -1.0797 2.4801
32 H 4.6872 -0.6392 4.0918
33 H 6.2512 -2.4772 4.6922
34 H 5.9925 -4.6937 3.6238
35 H 4.1648 -5.0912 2.0131
36 H 1.2725 -5.0886 -1.1098
37 H 0.5529 -7.4715 -1.2027
38 H 0.5428 -8.8382 0.8648
39 H 1.1954 -7.8007 3.0194
40 H 1.8226 -5.4232 3.1045
41 H -1.4721 -3.1625 -0.3694
42 H -2.4638 -4.8068 -1.9363
43 H -3.0214 -7.0964 -1.1359
44 H -2.5345 -7.7169 1.2086
45 H -1.5199 -6.0819 2.7439
46 H -2.6240 -4.4517 4.2702
47 H -2.3264 -5.2715 6.5872
48 H -0.1267 -5.0450 7.7074
49 H 1.7700 -4.0102 6.4832
50 H 1.4540 -3.2451 4.1327
51 C 0.0659 6.3564 -0.4433
52 C 0.5787 5.0932 -0.1617
53 C 0.0033 3.9692 -0.7284
54 C -1.0915 4.1063 -1.5714
55 C -1.6090 5.3613 -1.8488
56 C -1.0270 6.4902 -1.2897
57 N -1.7913 2.9901 -2.1412
58 N -1.2499 1.9164 -1.9383
59 C -1.9842 0.7541 -2.3268
60 C -3.3699 0.7110 -2.3361
61 C -3.9756 -0.5106 -2.5719
62 C -3.1808 -1.6267 -2.7851
63 C -1.8011 -1.4702 -2.7514
64 N -1.2106 -0.3013 -2.5214
65 H 0.5084 7.2340 0.0127
66 H 1.4159 4.9780 0.5159
67 H 0.3646 2.9728 -0.5200
68 H -2.4760 5.4326 -2.4946
69 H -1.4363 7.4705 -1.4994
70 H -3.9311 1.6081 -2.1119
71 H -5.0553 -0.5980 -2.5602
72 H -3.6157 -2.6030 -2.9479
73 H -1.1381 -2.3216 -2.8755
74 O -0.1078 2.0712 2.5706
75 C -1.0953 2.3788 3.4352
76 C -2.4010 2.7043 2.6712
77 C -3.1708 3.8291 2.6768
78 C -4.2324 3.7870 1.7204
79 C -4.2354 2.6297 1.0043
80 S -2.9650 1.5811 1.4841
81 C -1.3744 1.2232 4.4252
82 C -0.4626 0.3180 4.8725
83 C -0.9982 -0.5995 5.8227
84 C -2.3130 -0.3688 6.0803
85 S -2.9057 0.9540 5.1666
86 C -0.7108 3.6392 4.2634
87 C -0.2492 4.8146 3.7457
88 C 0.0885 5.7785 4.7372
89 C -0.1223 5.3163 6.0044
90 S -0.7202 3.7110 5.9816
91 H -2.9857 4.6660 3.3362
92 H -4.9539 4.5827 1.5791
93 H -4.9227 2.3265 0.2272
94 H 0.5595 0.3112 4.5166
95 H -0.4385 -1.4196 6.2540
96 H -2.9818 -0.9336 6.7121
97 H -0.1485 4.9653 2.6773
98 H 0.4761 6.7669 4.5166
99 H 0.0622 5.8208 6.9418

Forces on the atoms, in the same order (eV/Å):
Cs 0.5 -1.2 -2.4
S -0.5 -0.1 0.0
P 0.3 0.2 0.2
C 0.3 -2.0 0.2
P -0.1 0.4 0.4
S 0.1 -0.1 -0.2
C 0.1 0.0 -0.1
C 0.1 0.0 0.0
C 0.0 -0.1 -0.1
C -0.1 0.0 0.0
C -0.1 0.0 0.0
C 0.0 0.0 0.0
C -0.1 -0.1 -0.1
C 0.1 -0.1 0.0
C 0.1 0.1 0.0
C 0.1 0.0 0.0
C 0.1 0.0 0.0
C 0.0 0.0 -0.1
C 0.0 0.1 -0.1
C -0.1 -0.1 0.0
C 0.0 0.0 0.1
C 0.0 0.1 0.0
C 0.0 0.1 0.0
C 0.0 0.0 -0.1
C -0.2 0.0 0.1
C 0.0 0.0 0.0
C 0.0 0.0 -0.1
C 0.0 0.0 -0.1
C -0.1 0.0 0.0
C 0.0 -0.1 0.0
H 0.0 0.0 0.2
H 0.0 0.0 0.0
H 0.0 0.0 0.0
H 0.0 0.0 0.0
H 0.0 0.0 0.0
H 0.0 0.0 0.0
H 0.0 0.0 0.0
H 0.0 0.0 0.0
H 0.0 0.0 0.0
H 0.0 0.0 0.0
H 0.0 0.0 0.0
H 0.0 0.0 0.0
H 0.0 0.0 0.0
H 0.0 0.0 0.0
H 0.0 0.0 0.0
H 0.0 0.0 0.0
H 0.0 0.0 0.0
H 0.0 0.0 0.0
H 0.0 0.0 0.0
H 0.0 0.0 0.0
C 0.0 -0.1 0.0
C 0.0 0.0 0.0
C 0.0 -0.2 0.0
C 0.0 0.1 0.0
C -0.1 0.1 -0.1
C 0.0 0.0 0.0
N -0.6 0.9 -0.1
N 0.6 -0.9 0.3
C 0.1 0.0 0.0
C -0.2 0.1 0.1
C 0.0 0.0 0.0
C 0.0 0.1 0.0
C 0.0 0.0 0.0
N 0.1 -0.2 0.0
H 0.0 0.0 0.0
H 0.0 0.0 0.0
H 0.1 0.0 0.1
H 0.0 0.0 0.0
H 0.0 0.0 0.0
H 0.0 0.0 0.0
H 0.0 0.0 0.0
H 0.0 0.0 0.0
H 0.0 0.1 0.0
O -0.2 2.0 1.6
C 0.1 0.2 0.3
C 0.2 0.1 0.0
C -0.2 0.0 -0.1
C 0.0 0.0 0.1
C 0.0 0.0 0.0
S -0.4 0.4 0.2
C 0.0 0.2 0.0
C 0.0 0.0 0.1
C 0.0 0.0 -0.1
C 0.0 0.1 0.0
S 0.0 0.0 0.0
C -0.1 -0.1 -0.1
C 0.0 0.1 0.0
C 0.0 0.0 0.0
C 0.0 0.0 0.0
S -0.1 0.0 0.0
H 0.0 0.0 0.0
H 0.0 0.0 0.0
H 0.0 0.0 0.1
H -0.1 0.0 0.0
H 0.0 0.0 0.0
H 0.1 0.0 0.0
H 0.0 0.0 0.1
H 0.0 -0.1 0.0
H 0.0 0.0 -0.1

Results of the Löwdin charge analysis, in e, for atoms 1 through 5:
1. Cs 1.030
2. S 0.153
3. P 0.289
4. C -0.825
5. P 0.264


> What is the charge in the second record?

-2